1.
Molecular formula: C5H7N
Method: DFT, the ωB97M-V functional and the def2-TZVPD basis

CARTESIAN COORDINATES (ANGSTROEM)
N  -1.4069  0.3260  -0.5518
C  0.4244  -1.1729  0.1536
C  -0.7730  -0.3005  0.6125
C  1.1077  0.0883  -0.3148
C  -0.0172  1.0158  -0.7242
C  0.1539  0.9289  0.7376
H  0.9480  -1.6207  1.0062
H  0.2208  -1.9465  -0.5967
H  0.0831  1.7344  1.4868
H  -1.4252  -0.7137  1.3849
H  0.2712  1.9170  -1.2892
H  2.1071  0.0795  -0.8066
H  -1.9290  -0.3644  -1.1262

Energy relative to the best compared isomer or geometry (same formula, charge and spin): 88.8 kcal/mol
E_LUMO: 1.20 eV
E_tot: -6784.663 eV
E_HOMO: -8.847 eV

***

2.
Molecular formula: C5H7N
Method: DFT, the ωB97M-V functional and the def2-TZVPD basis

CARTESIAN COORDINATES (ANGSTROEM)
N  -3.9020  0.7573  -0.3461
C  -1.8516  -0.4357  0.4786
C  -0.6018  0.1258  -0.1017
C  -2.9976  -0.0463  -0.0730
C  1.9289  0.3225  -0.3485
C  0.6460  -0.3792  0.1588
H  -0.9183  0.7739  -0.9037
H  2.1000  1.1121  0.4591
H  -4.5144  0.7893  -1.1407
H  1.8476  0.8902  -1.3506
H  0.8701  -1.0255  1.0178
H  -1.8537  -1.4243  1.0245
H  2.6838  -0.4677  -0.5257

Energy relative to the best compared isomer or geometry (same formula, charge and spin): 63.2 kcal/mol
E_LUMO: 0.84 eV
E_tot: -6785.770 eV
E_HOMO: -7.868 eV
SMILES string: C/C=C/C=C=N

***

3.
Molecular formula: C5H7N
Method: DFT, the ωB97M-V functional and the def2-TZVPD basis

CARTESIAN COORDINATES (ANGSTROEM)
N  -1.1101  0.5825  -0.8305
C  0.2551  0.3188  -0.3852
C  -0.1899  -0.8147  0.4983
C  0.0857  -2.0146  0.0169
C  0.6433  1.6058  0.3479
C  -2.1421  0.0541  -0.7654
H  -0.9263  -0.6813  1.1897
H  -0.4011  -2.8381  0.4521
H  1.5754  1.3523  0.8160
H  -0.0324  1.8539  1.0946
H  0.7499  0.2129  -1.3837
H  0.7677  2.5537  -0.1442
H  0.7249  -2.1852  -0.9064

Energy relative to the best compared isomer or geometry (same formula, charge and spin): 81.4 kcal/mol
E_LUMO: 0.97 eV
E_tot: -6784.984 eV
E_HOMO: -9.859 eV

***

4.
Molecular formula: C5H7N
Method: DFT, the ωB97M-V functional and the def2-TZVPD basis

CARTESIAN COORDINATES (ANGSTROEM)
N  1.7933  -2.2807  0.0903
C  -1.1633  -0.3825  -0.8982
C  -0.0492  0.7177  1.1072
C  -0.2018  0.6608  -0.3744
C  1.1052  0.2226  0.2693
C  1.4829  -1.1698  0.1925
H  0.1169  1.6864  1.5654
H  1.9529  0.8959  0.3148
H  -1.0729  -1.3098  -0.3225
H  -0.5932  -0.0006  1.7095
H  -2.1858  -0.0113  -0.7701
H  -1.0108  -0.6252  -1.9537
H  -0.1743  1.5965  -0.9301

Energy relative to the best compared isomer or geometry (same formula, charge and spin): 23.2 kcal/mol
E_LUMO: 0.92 eV
E_tot: -6787.507 eV
E_HOMO: -10.600 eV
SMILES string: C[C@H]1C[C@H]1C#N

***

5.
Molecular formula: C5H7N
Method: DFT, the ωB97M-V functional and the def2-TZVPD basis

CARTESIAN COORDINATES (ANGSTROEM)
N  2.5417  -0.3990  1.3924
C  -1.2929  0.6062  -1.2417
C  1.1231  0.2762  -0.7102
C  -0.2453  0.8648  -0.4659
C  1.8716  -0.1129  0.4938
C  -0.6911  -1.1775  1.7002
H  -0.3257  1.5765  0.3528
H  1.0469  -0.5964  -1.3674
H  -2.2506  1.0948  -1.0865
H  -1.2075  -0.8239  2.6225
H  1.7443  1.0155  -1.2339
H  -1.2332  -0.1076  -2.0614
H  -1.0814  -2.2167  1.6054

Energy relative to the best compared isomer or geometry (same formula, charge and spin): 134.0 kcal/mol
E_LUMO (spin up / spin down): -0.87 / -0.85 eV
E_tot: -6782.703 eV
E_HOMO (spin up / spin down): -9.435 / -9.311 eV

***

6.
Molecular formula: C5H7N
Method: DFT, the ωB97M-V functional and the def2-TZVPD basis

CARTESIAN COORDINATES (ANGSTROEM)
N  -1.6972  -1.1374  -0.1687
C  1.8119  0.0481  0.1070
C  -0.4687  1.1442  0.0899
C  -0.4037  -1.1617  -0.2628
C  0.3239  0.0307  -0.0177
C  -1.8363  1.1832  -0.1044
H  2.1475  -0.5546  0.9584
H  0.1610  -2.0571  -0.5610
H  -2.3687  1.6621  0.7426
H  2.1626  1.0722  0.2599
H  -2.0981  -2.0071  -0.5460
H  -0.0256  2.1232  0.2986
H  2.2913  -0.3458  -0.7959

Energy relative to the best compared isomer or geometry (same formula, charge and spin): 94.1 kcal/mol
E_LUMO: 0.12 eV
E_tot: -6784.431 eV
E_HOMO: -7.820 eV

***

7.
Molecular formula: C5H7N
Method: DFT, the ωB97M-V functional and the def2-TZVPD basis

CARTESIAN COORDINATES (ANGSTROEM)
N  -2.8174  -0.5378  -0.1362
C  -2.3484  0.6094  -0.1719
C  1.5341  0.8603  0.2057
C  0.4178  -1.3453  -0.0406
C  -0.7985  0.8681  -0.0021
C  0.2691  0.1401  0.0641
H  2.0291  0.3559  -0.5871
H  0.9040  -1.7076  0.7855
H  1.0481  -1.5072  -0.9013
H  -3.0763  1.4230  -0.2288
H  -0.5768  -1.7919  -0.1833
H  1.9531  0.6700  1.1406
H  1.4623  1.9629  0.0552

Energy relative to the best compared isomer or geometry (same formula, charge and spin): 116.0 kcal/mol
E_LUMO (spin up / spin down): -0.39 / -0.24 eV
E_tot: -6783.480 eV
E_HOMO (spin up / spin down): -9.566 / -9.144 eV

***

8.
Molecular formula: C5H7N
Method: DFT, the ωB97M-V functional and the def2-TZVPD basis

CARTESIAN COORDINATES (ANGSTROEM)
N  -1.9627  -0.4692  0.1982
C  1.0960  0.0198  -0.5187
C  0.3983  -1.2182  0.0053
C  0.6083  1.2581  -0.3948
C  -0.8812  -0.8816  0.7290
C  -0.5798  1.9335  -0.0154
H  -0.8724  -0.9567  1.8213
H  2.0511  -0.1264  -1.0140
H  1.1972  2.1112  -0.7861
H  1.0679  -1.7765  0.6717
H  -1.8718  -0.4379  -0.8229
H  -0.4207  2.4344  0.9620
H  0.1698  -1.8904  -0.8355

Energy relative to the best compared isomer or geometry (same formula, charge and spin): 117.2 kcal/mol
E_LUMO: -0.33 eV
E_tot: -6783.430 eV
E_HOMO: -8.230 eV

***

9.
Molecular formula: C5H7N
Method: DFT, the ωB97M-V functional and the def2-TZVPD basis

CARTESIAN COORDINATES (ANGSTROEM)
N  -0.7100  1.2138  1.1468
C  0.0088  -1.9656  0.1067
C  0.5131  1.2182  -1.1529
C  0.5012  0.6246  0.2339
C  -0.2069  -0.7099  0.4595
C  -1.1911  0.0287  1.2358
H  0.6453  2.2940  -1.0770
H  0.8511  -2.2640  -0.4966
H  1.3244  0.7984  -1.7436
H  1.4464  0.7409  0.7605
H  -2.0877  -0.2576  1.7657
H  -0.4331  1.0303  -1.6551
H  -0.6614  -2.7520  0.4162

Energy relative to the best compared isomer or geometry (same formula, charge and spin): 49.1 kcal/mol
E_LUMO: 0.84 eV
E_tot: -6786.383 eV
E_HOMO: -9.790 eV
SMILES string: C=C1C=N[C@@H]1C

***

10.
Molecular formula: C5H7N
Method: DFT, the ωB97M-V functional and the def2-TZVPD basis

CARTESIAN COORDINATES (ANGSTROEM)
N  0.3650  0.3547  1.0349
C  0.8393  -1.0133  0.6066
C  -1.0613  0.4039  0.5809
C  0.7577  0.7575  -0.4000
C  -0.6284  0.3767  -0.8848
C  0.9890  -0.6486  -0.8797
H  -0.3596  -0.7314  -1.3474
H  1.2898  1.6725  -0.6596
H  -1.7164  -0.3891  0.9672
H  1.8672  -1.1575  0.9711
H  -1.0908  0.8597  -1.7497
H  0.2260  -1.8707  0.9211
H  -1.4773  1.3857  0.8393

Energy relative to the best compared isomer or geometry (same formula, charge and spin): 135.2 kcal/mol
E_LUMO: 1.05 eV
E_tot: -6782.648 eV
E_HOMO: -8.463 eV

***

- Look up the E_tot of the second one.
  -6785.770 eV

***

What did the fifth record say?
Molecular formula: C5H7N
Method: DFT, the ωB97M-V functional and the def2-TZVPD basis

CARTESIAN COORDINATES (ANGSTROEM)
N  2.5417  -0.3990  1.3924
C  -1.2929  0.6062  -1.2417
C  1.1231  0.2762  -0.7102
C  -0.2453  0.8648  -0.4659
C  1.8716  -0.1129  0.4938
C  -0.6911  -1.1775  1.7002
H  -0.3257  1.5765  0.3528
H  1.0469  -0.5964  -1.3674
H  -2.2506  1.0948  -1.0865
H  -1.2075  -0.8239  2.6225
H  1.7443  1.0155  -1.2339
H  -1.2332  -0.1076  -2.0614
H  -1.0814  -2.2167  1.6054

Energy relative to the best compared isomer or geometry (same formula, charge and spin): 134.0 kcal/mol
E_LUMO (spin up / spin down): -0.87 / -0.85 eV
E_tot: -6782.703 eV
E_HOMO (spin up / spin down): -9.435 / -9.311 eV